The following is a quantum chemistry calculation of a structure of composition C2H3O3Tm at a distorted geometry, from OMol25.

Element x y z (Å)
O 0.79 -2.89 -0.92
C 1.57 -2.37 -0.18
C 1.88 -1.33 0.64
O 1.10 -0.28 0.83
H -2.91 2.15 -1.10
H 2.93 -1.27 0.94
Tm -0.79 0.65 0.21
O -2.23 2.23 -0.42
H -2.34 3.09 0.00

Calculated values
<S²>	2.01
max |F|	7.55	eV/Å
LUMO (alpha / beta)	-9.58 / -10.34	eV
orbital gap (alpha / beta)	8.306 / 6.664	eV
2S+1	3
charge	+2
total energy	-1388.19838	Ha

Atomic partial charges in e from the Mulliken method, atoms 1 to 2:
1 O -0.19
2 C 0.62

The following is a quantum chemistry calculation of a cluster of 9 separate species, C42H108N6O18 in total at a distorted geometry, from OMol25.

Element x y z (Å)
C -3.47 -3.67 3.32
C -2.54 -4.77 2.84
O -2.27 -4.61 1.46
O -3.97 -4.07 4.59
H -4.26 -3.54 2.57
H -2.92 -2.74 3.50
H -3.09 -5.72 2.92
H -1.64 -4.90 3.45
H -2.08 -5.46 1.03
H -4.59 -3.41 4.91
C 3.84 -2.30 -3.07
C 2.98 -1.07 -2.83
O 1.63 -1.42 -2.61
O 5.18 -1.85 -3.21
H 3.50 -2.85 -3.95
H 3.67 -2.98 -2.23
H 3.04 -0.32 -3.64
H 3.34 -0.52 -1.96
H 1.34 -0.94 -1.82
H 5.68 -2.61 -3.51
C -0.88 -1.68 0.26
C -0.34 -0.27 0.31
O 0.99 -0.12 -0.11
O -2.21 -1.72 0.72
H -0.22 -2.42 0.72
H -0.76 -2.03 -0.78
H -0.40 0.10 1.34
H -1.06 0.31 -0.29
H 1.16 0.85 -0.26
H -2.38 -2.66 0.83
C 4.78 0.52 -6.24
O 3.56 0.44 -6.96
C 2.87 -0.78 -6.87
C 1.53 -0.57 -7.58
N 0.71 0.53 -7.07
C 0.20 0.21 -5.74
C -0.94 -0.82 -5.72
O -1.91 -0.40 -4.75
C -2.22 -1.41 -3.81
H 5.20 1.48 -6.52
H 5.47 -0.28 -6.53
H 4.64 0.51 -5.16
H 2.70 -1.03 -5.81
H 3.42 -1.63 -7.30
H 0.92 -1.47 -7.46
H 1.75 -0.39 -8.64
H 1.32 1.33 -6.92
H -0.32 1.07 -5.32
H 0.96 0.01 -4.97
H -0.59 -1.83 -5.51
H -1.49 -0.76 -6.67
H -2.79 -2.20 -4.31
H -2.97 -1.02 -3.12
H -1.36 -1.88 -3.34
C 0.15 -4.65 -2.59
O -0.53 -5.74 -1.99
C 0.15 -6.20 -0.83
C -0.53 -7.49 -0.31
N -1.89 -7.10 0.03
C -2.64 -8.19 0.71
C -2.02 -8.66 2.01
O -1.03 -9.64 1.76
C -0.29 -9.93 2.92
H 1.10 -5.01 -2.99
H 0.36 -3.84 -1.88
H -0.49 -4.31 -3.40
H 0.12 -5.44 -0.05
H 1.22 -6.32 -1.05
H 0.12 -7.80 0.50
H -0.45 -8.19 -1.15
H -2.42 -6.78 -0.76
H -2.70 -9.06 0.04
H -3.61 -7.72 0.87
H -2.82 -9.01 2.67
H -1.51 -7.83 2.53
H -0.91 -10.09 3.80
H 0.39 -9.11 3.17
H 0.33 -10.82 2.80
C 1.81 5.97 7.83
O 2.06 5.48 6.55
C 2.04 4.07 6.48
C 2.11 3.69 5.01
N 2.36 2.23 4.84
C 2.42 1.95 3.41
C 2.59 0.47 3.15
O 1.33 -0.13 3.32
C 1.28 -1.50 3.04
H 0.74 6.06 8.07
H 2.20 6.97 7.96
H 2.22 5.35 8.63
H 1.14 3.65 6.94
H 2.90 3.66 7.02
H 2.84 4.29 4.47
H 1.13 3.91 4.56
H 1.52 1.77 5.18
H 3.26 2.43 2.90
H 1.60 2.33 2.78
H 3.33 0.05 3.84
H 2.92 0.35 2.11
H 2.08 -2.09 3.50
H 1.37 -1.74 1.97
H 0.31 -1.86 3.38
C 9.32 0.03 -0.08
O 8.13 0.20 -0.79
C 7.45 1.38 -0.41
C 6.02 1.37 -0.93
N 5.48 2.73 -0.92
C 4.11 2.85 -1.43
C 3.17 2.42 -0.29
O 1.81 2.36 -0.74
C 1.24 3.62 -1.03
H 9.22 -0.13 1.00
H 10.00 0.89 -0.18
H 9.78 -0.86 -0.52
H 8.01 2.28 -0.69
H 7.29 1.39 0.67
H 5.44 0.65 -0.35
H 6.01 1.04 -1.97
H 6.07 3.37 -1.43
H 3.98 2.22 -2.32
H 3.97 3.88 -1.75
H 3.22 3.09 0.57
H 3.41 1.42 0.05
H 0.17 3.56 -0.80
H 1.26 3.79 -2.11
H 1.65 4.47 -0.48
C -0.90 3.80 -4.29
O -2.20 3.79 -3.74
C -2.41 4.64 -2.63
C -3.89 4.52 -2.28
N -4.14 3.43 -1.30
C -4.02 2.10 -1.93
C -4.10 1.01 -0.87
O -5.48 0.73 -0.64
C -5.66 -0.12 0.46
H -0.37 4.75 -4.15
H -0.94 3.43 -5.31
H -0.33 3.07 -3.71
H -2.24 5.69 -2.90
H -1.76 4.29 -1.82
H -4.40 4.50 -3.25
H -4.37 5.39 -1.84
H -5.13 3.55 -1.12
H -3.07 2.07 -2.46
H -4.82 1.92 -2.66
H -3.65 1.41 0.05
H -3.57 0.08 -1.12
H -5.42 0.41 1.39
H -5.03 -1.02 0.47
H -6.71 -0.42 0.41
C -2.58 0.09 3.40
O -2.30 1.35 3.99
C -1.84 2.35 3.11
C -2.98 3.03 2.38
N -3.65 4.00 3.25
C -4.76 4.68 2.58
C -5.84 5.18 3.55
O -5.35 6.11 4.49
C -4.96 7.32 3.90
H -2.87 -0.57 4.22
H -1.78 -0.35 2.81
H -3.50 0.22 2.81
H -1.07 2.04 2.39
H -1.22 3.03 3.70
H -3.73 2.39 1.90
H -2.53 3.60 1.56
H -4.01 3.53 4.07
H -5.25 3.96 1.91
H -4.36 5.48 1.95
H -6.21 4.30 4.08
H -6.71 5.58 3.01
H -4.26 7.18 3.06
H -4.39 7.95 4.59
H -5.81 7.86 3.47

Calculated values
max |F|	2.85	eV/Å
LUMO	0.50	eV
orbital gap	8.930	eV
charge	0
total energy	-3347.52373	Ha
SMILES string	COCCNCCOC.COCCNCCOC.COCCNCCOC.COCCNCCOC.COCCNCCOC.COCCNCCOC.OCCO.OCCO.OCCO

Atomic partial charges in e from the Mulliken method, atoms 1 to 2:
1 C 0.01
2 C -0.26